w) {
  "formula": "C6H11NS",
  "method": "ωB97M-V with the def2-TZVPD basis set",
  "symbols": ["C", "C", "C", "C", "C", "C", "H", "H", "H", "H", "H", "H", "H", "H", "H", "H", "H", "N", "S"],
  "xyz": [[1.283, 1.461, -0.068], [0.809, 0.022, 0.035], [-0.094, -0.408, 1.255], [-1.420, -0.698, 0.587], [-1.607, 0.403, -0.442], [-0.345, -0.375, -0.980], [1.843, 1.887, 0.877], [1.978, 1.544, -0.999], [0.541, 2.279, -0.317], [3.431, -0.342, -0.149], [-0.084, 0.465, 2.056], [0.165, -1.513, 1.561], [-2.230, -1.214, 1.209], [-2.466, 0.259, -1.257], [-1.442, 1.385, 0.028], [0.155, -0.474, -1.963], [-1.907, -1.769, -0.923], [-0.821, -1.725, -0.396], [2.211, -1.187, -0.114]],
  "spin_multiplicity": 1,
  "charge": 0,
  "gap_ev": 9.6
}

x) {
  "formula": "C6H11NS",
  "method": "ωB97M-V with the def2-TZVPD basis set",
  "symbols": ["N", "C", "C", "C", "S", "C", "C", "C", "H", "H", "H", "H", "H", "H", "H", "H", "H", "H", "H"],
  "xyz": [[-0.979, -2.099, -0.554], [-0.651, -0.683, -0.511], [-1.545, 0.004, 0.445], [-0.372, 0.267, 1.354], [0.100, 2.049, 1.099], [1.032, 1.830, -0.491], [1.747, 0.525, -0.163], [0.576, -0.435, 0.302], [-2.009, -2.335, -0.876], [-0.316, -2.483, -1.161], [-0.466, -0.139, -1.561], [-2.236, 0.861, 0.242], [-2.194, -0.799, 0.816], [-0.294, 0.076, 2.448], [0.344, 1.676, -1.401], [1.786, 2.599, -0.637], [2.420, -0.062, -0.910], [2.162, 0.605, 0.936], [0.894, -1.459, 0.623]],
  "spin_multiplicity": 1,
  "charge": 0,
  "gap_ev": 9.4,
  "smiles": "N[C@H]1C[C@@H]2SCC[C@@H]21"
}

Most stable: x). Least stable: w).

w) {
  "formula": "C6H11NS",
  "method": "ωB97M-V with the def2-TZVPD basis set",
  "symbols": ["C", "C", "C", "C", "C", "C", "N", "S", "H", "H", "H", "H", "H", "H", "H", "H", "H", "H", "H"],
  "xyz": [[2.341, -1.207, 0.450], [0.870, -0.839, 0.358], [0.994, 0.633, -0.332], [0.172, -1.843, -0.547], [-1.358, 1.449, 0.099], [0.101, 1.690, 0.288], [3.284, -0.421, 0.205], [2.741, 1.078, -0.254], [2.497, -2.068, 0.977], [0.500, -0.910, 1.419], [0.719, 0.453, -1.429], [-0.823, -1.509, -0.679], [0.043, -2.786, -0.006], [0.646, -1.800, -1.603], [-1.928, 2.401, 0.066], [-1.924, 0.899, 0.745], [-1.454, 0.819, -0.939], [0.348, 1.792, 1.480], [0.417, 2.673, -0.035]],
  "spin_multiplicity": 1,
  "charge": 0,
  "gap_ev": 9.3
}

x) {
  "formula": "C6H11NS",
  "method": "ωB97M-V with the def2-TZVPD basis set",
  "symbols": ["C", "C", "C", "C", "C", "C", "H", "H", "H", "H", "H", "H", "H", "H", "H", "H", "H", "N", "S"],
  "xyz": [[0.126, -0.950, 0.340], [0.656, 0.196, 1.143], [-0.069, 1.475, 0.827], [-0.608, 1.402, -0.463], [-0.760, -0.186, -0.699], [0.650, -1.618, -0.981], [-1.284, -1.188, 2.069], [0.829, -0.119, 2.294], [1.802, 0.305, 0.932], [0.715, 2.318, 0.369], [-0.843, 2.135, 1.649], [0.327, 1.711, -1.140], [-1.426, 2.314, -0.588], [-1.895, -0.501, -0.672], [0.503, 0.003, -2.263], [1.710, -1.712, -1.323], [0.199, -2.653, -1.056], [-0.016, -0.619, -1.855], [-0.618, -2.312, 1.418]],
  "spin_multiplicity": 1,
  "charge": 0,
  "gap_ev": 9.6
}

y) {
  "formula": "C6H11NS",
  "method": "ωB97M-V with the def2-TZVPD basis set",
  "symbols": ["C", "C", "C", "N", "C", "C", "S", "C", "H", "H", "H", "H", "H", "H", "H", "H", "H", "H", "H"],
  "xyz": [[-1.747, -1.271, -1.062], [-1.395, -1.331, 0.447], [-2.685, -0.833, 1.245], [-0.117, -0.668, 0.699], [1.100, -0.682, -0.178], [1.198, 0.806, -0.011], [2.338, 1.676, -0.714], [-0.150, 0.863, 0.534], [-2.037, -0.239, -1.272], [-2.468, -2.113, -1.414], [-0.861, -1.201, -1.703], [-1.124, -2.317, 0.679], [-2.928, -0.577, 2.447], [-3.435, -1.597, 0.812], [-3.009, 0.162, 0.774], [0.622, -1.068, -1.133], [1.896, -1.325, 0.136], [-0.313, 1.490, 1.491], [-0.860, 1.332, -0.141]],
  "spin_multiplicity": 1,
  "charge": 0,
  "gap_ev": 8.4,
  "smiles": "CC(C)N1CC(=S)C1"
}

Most stable: w). Least stable: x).

w) {
  "formula": "C6H29NO10",
  "method": "ωB97M-V with the def2-TZVPD basis set",
  "symbols": ["C", "C", "C", "C", "C", "O", "N", "C", "H", "H", "H", "H", "H", "H", "H", "H", "H", "H", "H", "O", "H", "H", "O", "H", "H", "O", "H", "H", "O", "H", "H", "O", "H", "H", "O", "H", "H", "O", "H", "H", "O", "H", "H", "O", "H", "H"],
  "xyz": [[-0.689, -2.133, 0.874], [0.391, -1.384, 1.019], [0.869, -0.597, -0.180], [0.353, 0.855, -0.098], [-0.051, 1.469, -1.418], [-0.043, 0.840, -2.446], [1.394, 1.746, 0.433], [0.848, 2.822, 1.250], [-1.232, -2.476, 0.005], [-1.288, -2.498, 1.712], [0.941, -1.240, 1.942], [0.292, -1.053, -0.993], [1.913, -0.680, -0.459], [-0.479, 0.714, 0.598], [-0.322, 2.536, -1.362], [2.049, 1.988, -0.294], [0.304, 2.354, 2.073], [1.604, 3.461, 1.700], [0.103, 3.398, 0.690], [-1.151, -4.639, -1.970], [-1.857, -4.086, -1.618], [-0.413, -4.019, -1.947], [3.934, 1.072, -1.378], [4.358, 0.283, -1.713], [4.002, 1.847, -1.916], [-1.131, -0.838, -4.711], [-0.984, 0.050, -4.366], [-2.087, -0.876, -4.817], [-1.039, -0.380, 3.991], [-0.446, 0.165, 3.455], [-0.560, -1.215, 3.910], [2.364, -1.585, -3.976], [1.444, -1.875, -3.910], [2.255, -0.671, -3.691], [2.735, -0.343, 3.533], [2.308, 0.430, 3.160], [3.680, -0.349, 3.383], [-3.054, 1.508, 3.065], [-2.435, 1.202, 3.746], [-3.878, 1.525, 3.567], [-2.693, -0.938, -1.344], [-1.753, -0.915, -1.552], [-2.734, -0.396, -0.544], [-2.415, 1.517, 0.570], [-2.916, 2.331, 0.584], [-2.490, 1.074, 1.442]],
  "spin_multiplicity": 1,
  "charge": 0,
  "gap_ev": 9.1,
  "smiles": "C=CC[C@H](C=O)NC.O.O.O.O.O.O.O.O.O"
}

x) {
  "formula": "C6H29NO10",
  "method": "ωB97M-V with the def2-TZVPD basis set",
  "symbols": ["C", "N", "C", "C", "C", "C", "C", "O", "H", "H", "H", "H", "H", "H", "H", "H", "H", "H", "H", "O", "H", "H", "O", "H", "H", "O", "H", "H", "O", "H", "H", "O", "H", "H", "O", "H", "H", "O", "H", "H", "O", "H", "H", "O", "H", "H"],
  "xyz": [[0.482, -1.271, 1.672], [0.093, -0.104, 0.806], [-0.468, 1.173, 1.531], [0.216, 2.326, 0.661], [0.732, 1.644, -0.699], [1.119, 0.218, -0.210], [2.530, 0.315, 0.284], [3.470, -0.419, 0.039], [1.057, -1.093, 2.612], [1.098, -1.857, 1.014], [-0.401, -1.755, 1.968], [0.063, 1.282, 2.522], [-1.570, 1.097, 1.392], [0.858, 2.785, 1.315], [-0.491, 3.145, 0.393], [1.316, 2.199, -1.395], [-0.096, 1.521, -1.471], [0.903, -0.567, -1.035], [2.763, 1.159, 1.060], [0.428, -2.381, -3.574], [-0.332, -1.788, -3.289], [1.217, -2.009, -3.325], [4.361, 1.810, 3.598], [3.675, 1.178, 3.228], [5.193, 1.512, 3.171], [-2.199, -3.568, -1.490], [-1.804, -4.400, -1.563], [-1.642, -2.901, -1.931], [-1.418, -1.241, -2.001], [-1.176, -0.829, -1.096], [-2.237, -0.742, -2.207], [-3.650, 0.668, 0.721], [-3.588, -0.119, 0.296], [-4.204, 0.395, 1.581], [-4.424, 0.075, -2.388], [-5.078, 0.691, -2.636], [-3.933, 0.521, -1.592], [2.783, -1.131, -2.980], [2.645, -1.573, -2.085], [3.229, -1.886, -3.470], [-2.632, -1.972, 0.529], [-2.472, -2.810, -0.043], [-1.742, -1.610, 0.530], [1.608, 3.816, 3.382], [2.019, 3.796, 2.562], [1.699, 4.700, 3.617]],
  "spin_multiplicity": 1,
  "charge": 0,
  "gap_ev": 9.7,
  "smiles": "CN1CCC[C@H]1C=O.O.O.O.O.O.O.O.O.O"
}

Most stable: w). Least stable: x).

w) {
  "formula": "CH2O4S",
  "method": "ωB97M-V with the def2-TZVPD basis set",
  "symbols": ["C", "O", "O", "O", "O", "S", "H", "H"],
  "xyz": [[-0.981, -0.602, -0.015], [-1.395, 0.403, -0.823], [1.346, 1.426, 0.038], [2.653, -0.413, 0.817], [-0.029, -1.274, -0.241], [2.057, 0.208, -0.323], [-1.812, -0.690, 0.774], [-1.838, 0.942, -0.228]],
  "spin_multiplicity": 1,
  "charge": 0,
  "gap_ev": 10.7
}

x) {
  "formula": "CH2O4S",
  "method": "ωB97M-V with the def2-TZVPD basis set",
  "symbols": ["C", "O", "O", "O", "O", "S", "H", "H"],
  "xyz": [[-0.236, 1.341, 0.555], [0.914, 0.703, 0.557], [1.586, -1.820, 0.290], [-0.828, 1.556, -0.513], [-0.616, -0.884, -0.751], [1.087, -0.682, -0.430], [-0.862, 1.221, 1.727], [-1.044, -1.436, -1.436]],
  "spin_multiplicity": 1,
  "charge": 0,
  "gap_ev": 10.6
}

Most stable: w). Least stable: x).

w) {
  "formula": "C2H2ClFO2",
  "method": "ωB97M-V with the def2-TZVPD basis set",
  "symbols": ["C", "C", "O", "O", "F", "Cl", "H", "H"],
  "xyz": [[-0.766, -0.136, -0.583], [0.060, 1.037, -0.486], [-0.804, -0.904, -1.495], [1.401, -1.329, 0.760], [-0.023, 1.862, 0.514], [-1.844, -0.304, 0.815], [0.855, 1.237, -1.194], [1.123, -1.463, 1.669]],
  "spin_multiplicity": 1,
  "charge": 0,
  "gap_ev": [9.4, 7.5]
}

x) {
  "formula": "C2H2ClFO2",
  "method": "ωB97M-V with the def2-TZVPD basis set",
  "symbols": ["C", "C", "O", "O", "F", "Cl", "H", "H"],
  "xyz": [[1.607, 0.211, -0.693], [0.735, -0.893, -0.521], [1.452, 1.143, -1.415], [-1.301, 0.947, 0.593], [1.040, -1.669, 0.481], [2.962, 0.111, 0.468], [-0.288, -1.006, -0.848], [-1.510, 1.579, -0.215]],
  "spin_multiplicity": 1,
  "charge": 0,
  "gap_ev": [5.5, 5.5]
}

Most stable: w). Least stable: x).

w) {
  "formula": "C20H21N3O3",
  "method": "ωB97M-V with the def2-TZVPD basis set",
  "symbols": ["C", "O", "C", "C", "N", "C", "O", "C", "N", "C", "O", "C", "N", "C", "C", "C", "C", "C", "C", "C", "C", "C", "C", "C", "C", "C", "H", "H", "H", "H", "H", "H", "H", "H", "H", "H", "H", "H", "H", "H", "H", "H", "H", "H", "H", "H", "H"],
  "xyz": [[3.518, 2.613, 1.019], [3.623, 1.375, 1.668], [4.579, 0.520, 1.082], [4.511, -0.835, 1.792], [3.172, -1.374, 1.722], [2.697, -1.894, 0.579], [3.383, -2.178, -0.384], [1.174, -2.101, 0.592], [0.466, -0.832, 0.458], [0.305, -0.087, 1.587], [0.680, -0.484, 2.674], [-0.403, 1.240, 1.391], [-1.784, 0.954, 1.144], [-2.121, 0.445, 0.025], [-3.541, 0.139, -0.193], [-4.514, 0.846, 0.512], [-5.853, 0.562, 0.330], [-6.239, -0.437, -0.550], [-5.278, -1.155, -1.243], [-3.936, -0.871, -1.068], [-1.170, 0.172, -1.068], [-1.514, 0.533, -2.371], [-0.648, 0.318, -3.422], [0.580, -0.284, -3.186], [0.941, -0.651, -1.905], [0.083, -0.412, -0.830], [4.469, 3.160, 1.046], [3.216, 2.489, -0.030], [2.758, 3.181, 1.553], [5.589, 0.947, 1.173], [4.357, 0.381, 0.013], [4.780, -0.722, 2.842], [5.195, -1.529, 1.299], [2.503, -1.038, 2.407], [0.875, -2.547, 1.544], [0.890, -2.754, -0.235], [-0.332, 1.814, 2.317], [0.077, 1.784, 0.565], [-4.193, 1.616, 1.196], [-6.600, 1.118, 0.876], [-7.286, -0.659, -0.693], [-5.575, -1.941, -1.921], [-3.191, -1.445, -1.601], [-2.474, 0.997, -2.543], [-0.926, 0.613, -4.423], [1.261, -0.466, -4.003], [1.897, -1.119, -1.737]],
  "spin_multiplicity": 1,
  "charge": 0,
  "gap_ev": 9.2,
  "smiles": "COCCNC(=O)CN1C(=O)CN=C(c2ccccc2)c2ccccc21"
}

x) {
  "formula": "C20H21N3O3",
  "method": "ωB97M-V with the def2-TZVPD basis set",
  "symbols": ["C", "O", "C", "C", "C", "C", "C", "N", "O", "C", "C", "C", "C", "O", "N", "C", "C", "C", "C", "C", "C", "C", "C", "N", "C", "C", "H", "H", "H", "H", "H", "H", "H", "H", "H", "H", "H", "H", "H", "H", "H", "H", "H", "H", "H", "H", "H"],
  "xyz": [[6.088, 0.081, -0.126], [4.775, -0.406, 0.017], [3.740, 0.469, -0.061], [3.869, 1.842, -0.261], [2.743, 2.641, -0.323], [1.474, 2.087, -0.183], [0.293, 2.919, -0.250], [0.273, 4.154, -0.682], [-1.030, 4.543, -0.593], [-1.713, 3.500, -0.105], [-3.177, 3.608, 0.095], [-3.721, 2.471, 0.961], [-3.613, 1.150, 0.197], [-4.306, 0.930, -0.771], [-2.701, 0.297, 0.723], [-2.280, -0.948, 0.239], [-2.841, -1.569, -0.869], [-2.350, -2.795, -1.278], [-1.309, -3.429, -0.616], [-0.799, -4.755, -1.092], [-0.747, -2.808, 0.504], [0.378, -3.455, 1.253], [-1.241, -1.582, 0.917], [-0.950, 2.480, 0.132], [1.345, 0.711, 0.010], [2.463, -0.086, 0.070], [6.240, 0.545, -1.105], [6.736, -0.790, -0.037], [6.338, 0.799, 0.662], [4.840, 2.298, -0.370], [2.835, 3.704, -0.479], [-3.398, 4.583, 0.537], [-3.662, 3.570, -0.886], [-4.779, 2.656, 1.151], [-3.188, 2.431, 1.911], [-2.120, 0.663, 1.464], [-3.646, -1.093, -1.402], [-2.792, -3.271, -2.142], [-0.886, -5.506, -0.307], [-1.360, -5.093, -1.958], [0.254, -4.685, -1.367], [1.216, -3.659, 0.588], [0.722, -2.816, 2.063], [0.056, -4.407, 1.676], [-0.811, -1.106, 1.789], [0.361, 0.279, 0.091], [2.379, -1.151, 0.213]],
  "spin_multiplicity": 1,
  "charge": 0,
  "gap_ev": 8.9,
  "smiles": "COc1ccc(-c2noc(CCC(=O)Nc3ccc(C)c(C)c3)n2)cc1"
}

y) {
  "formula": "C20H21N3O3",
  "method": "ωB97M-V with the def2-TZVPD basis set",
  "symbols": ["N", "C", "C", "C", "C", "N", "C", "C", "C", "C", "C", "C", "C", "O", "N", "C", "C", "C", "C", "C", "C", "C", "C", "C", "O", "O", "H", "H", "H", "H", "H", "H", "H", "H", "H", "H", "H", "H", "H", "H", "H", "H", "H", "H", "H", "H", "H"],
  "xyz": [[-1.201, 4.343, 0.105], [-1.306, 2.878, 0.363], [-2.445, 2.219, -0.597], [-2.610, 0.638, -0.820], [-1.662, -0.162, -1.441], [-1.991, -1.484, -1.304], [-3.276, -1.553, -0.676], [-3.996, -2.636, -0.314], [-5.137, -2.423, 0.297], [-5.628, -1.081, 0.588], [-4.857, 0.039, 0.279], [-3.653, -0.241, -0.312], [-0.052, 2.115, -0.103], [0.610, 2.541, -1.076], [0.233, 1.068, 0.579], [1.206, 0.073, 0.468], [2.595, 0.153, 1.299], [3.825, -0.349, 0.414], [3.902, -1.473, -0.447], [5.099, -1.802, -1.111], [6.175, -1.044, -0.895], [6.231, 0.021, 0.006], [5.015, 0.363, 0.577], [0.501, -1.303, 0.793], [0.772, -2.276, 0.121], [-0.287, -1.251, 1.906], [-0.884, 4.252, -0.912], [-0.454, 4.824, 0.637], [-1.474, 2.493, 1.345], [-3.411, 2.714, -0.245], [-2.249, 2.715, -1.572], [-0.879, -0.107, -2.084], [-1.244, -2.091, -1.433], [-3.488, -3.592, -0.607], [-5.695, -3.280, 0.651], [-6.706, -1.098, 0.864], [-5.226, 0.971, 0.509], [-0.430, 0.798, 1.157], [1.469, -0.030, -0.582], [2.849, 1.199, 1.567], [2.393, -0.585, 2.087], [2.983, -2.154, -0.575], [5.123, -2.711, -1.789], [7.160, -1.292, -1.173], [7.138, 0.566, 0.177], [5.179, 1.237, 1.106], [-0.216, -2.204, 2.173]],
  "spin_multiplicity": 1,
  "charge": 0,
  "gap_ev": 8.3,
  "smiles": "N[C@@H](Cc1c[nH]c2ccccc12)C(=O)N[C@@H](Cc1ccccc1)C(=O)O"
}

Most stable: w). Least stable: y).